1.
79
Properties=species:S:1:pos:R:3:forces:R:3 method="wB97M-V/def2-TZVPD" homo_lumo_gap_ev=8.0 e_homo_ev=-8.200 total_energy_ev=-70710.052
H -2.41744 -2.09164 0.15429 -0.951 0.185 -0.148
O 0.83641 0.58337 -0.61937 -0.214 0.400 0.442
O 0.38461 3.96658 3.58604 0.539 0.480 0.585
C 1.25910 0.69326 3.93812 0.358 0.410 -1.783
C -4.14522 0.13976 1.93693 0.004 0.403 -0.582
O 2.86502 0.26101 2.27089 -0.234 0.199 0.357
H 1.09590 1.45125 3.17460 -0.326 0.364 0.540
O -2.83859 -3.08998 -2.92104 -0.746 -1.197 -0.426
H -2.25079 -1.37421 -2.10527 0.427 0.071 0.004
C -5.05746 -0.76778 2.52968 -0.128 0.057 0.398
N 2.63087 -1.25804 -3.47200 -1.424 0.007 0.345
H 1.74992 -1.85661 0.31629 0.056 -0.053 -0.116
C 1.39742 -2.29597 -5.03060 0.160 0.292 0.923
H -0.77774 5.42504 1.95420 0.277 0.087 0.527
H 0.16182 -2.59165 2.28688 -0.063 -0.247 0.140
N 0.48741 -4.83843 -0.03902 0.095 -0.314 0.035
C 1.22914 -2.79992 0.38035 0.661 0.107 -1.172
H -2.17921 5.38453 3.07441 0.073 -0.271 0.400
H -0.55661 -1.71077 -4.17113 -0.036 0.219 0.208
O 0.57197 4.12279 -1.41735 -0.080 0.284 0.508
H -0.96692 -2.63748 -1.98353 -0.079 -0.263 -0.419
C 0.51611 -1.68394 -4.08270 0.509 0.193 -0.496
C -2.03386 -2.43518 -1.94319 -0.760 0.817 0.747
H 1.74256 -3.99906 -1.49679 0.248 0.317 0.060
H 1.07433 -0.45513 -2.28018 -0.135 -0.267 -0.318
N 5.51541 3.62355 0.95776 -0.917 0.673 -0.106
H -5.31461 -0.80651 3.57517 0.050 -0.131 0.010
N -5.04987 -1.11321 0.34585 -0.351 0.456 0.789
H -1.19696 -0.42520 0.02502 -0.605 0.154 0.288
H 0.34642 0.14340 4.12526 0.101 -0.078 0.390
S -4.07627 -3.90349 -2.25159 0.521 -1.321 -0.171
H -3.62191 0.97507 2.37527 0.092 -0.216 0.313
N 0.23143 0.98198 0.36405 0.441 -0.530 0.245
N 1.06317 3.77423 -2.46555 -0.193 -0.731 -0.099
H 1.68603 1.86721 -3.03958 0.137 0.068 -0.245
N -0.74407 3.73963 3.23670 0.414 0.150 -0.752
H 3.35283 -1.02871 -2.81755 0.399 -0.071 -0.238
H 0.33160 -5.71565 -0.50069 -0.005 -0.066 0.005
O -3.98309 -3.10050 -0.84346 -1.181 -0.665 -1.067
H -2.12369 -3.71616 -0.16932 -0.270 -0.267 -0.477
H -1.97345 4.21685 1.71420 -0.454 0.214 0.218
H 3.59904 -2.39717 -4.98732 -0.033 0.164 0.060
H 2.28508 3.39451 1.49263 0.206 -0.298 0.455
C -5.59972 -1.53713 1.53479 0.362 0.109 -0.827
O 0.73500 4.18627 -3.55166 0.015 0.334 -0.440
C -4.16624 -0.09820 0.58265 -0.352 -0.449 -0.310
H 6.48975 3.49291 1.13930 0.134 0.037 -0.020
O -1.25254 2.64460 3.29201 -0.813 -0.502 0.434
H 2.88306 4.89570 -0.50552 0.095 0.277 0.061
O 0.44511 2.02708 0.93505 -0.177 -0.137 -0.210
H -6.25640 -2.38936 1.51586 -0.178 0.117 0.271
O 2.17364 -1.39298 3.45084 0.020 -0.025 0.146
C -0.80995 0.04758 0.92170 0.937 0.607 -0.408
H 4.74572 2.50325 2.57448 -0.232 -0.154 -0.083
C 1.30800 -1.03786 -3.15940 -0.352 0.014 0.297
H -0.28908 -0.72777 1.48081 0.070 0.214 0.075
C -1.47989 4.79558 2.49451 -0.100 -0.245 -1.443
C 1.29410 -3.84266 -0.53012 -0.617 0.029 0.366
H 2.27059 2.38028 -1.42616 -0.368 0.033 0.075
H -1.42521 0.67802 1.54935 -0.481 -0.339 -0.119
C 3.61556 4.44946 0.14521 -0.249 -0.170 -0.097
H 1.14447 -2.84835 -5.91738 -0.039 -0.075 0.008
O -3.73231 -5.28441 -2.02549 0.193 1.353 -0.052
C -2.62912 -2.84714 -0.60584 2.190 -0.282 0.951
N 2.19059 -0.21087 3.16865 0.045 -0.611 0.270
H -0.74802 -5.04425 1.74880 0.140 -0.426 -0.250
C 0.37857 -3.18653 1.41474 -0.258 -0.753 0.586
O -5.29715 -3.67128 -2.96065 0.966 0.808 0.803
C 3.30887 3.58654 1.22402 -0.071 0.045 0.009
H -5.31712 -1.43982 -0.56376 0.074 -0.098 0.117
H 3.01175 3.11402 -2.80321 -0.176 -0.101 -0.510
H -3.62353 0.28748 -0.26512 0.013 0.417 0.171
H 5.60524 4.93831 -0.71576 -0.100 0.102 0.078
C -0.03972 -4.48353 1.16308 -0.280 1.247 0.327
C 4.49838 3.11287 1.72116 -0.058 -0.090 0.181
C 4.96454 4.47919 0.02223 1.306 -0.329 -0.497
H 1.75661 1.12854 4.79541 0.043 -0.255 0.140
C 2.07621 2.68647 -2.44758 0.697 0.208 0.623
C 2.66440 -2.04361 -4.57433 1.012 -0.695 -1.100

=====

2.
58
Properties=species:S:1:pos:R:3:forces:R:3 method="wB97M-V/def2-TZVPD" homo_lumo_gap_ev=8.0 smiles="CN(C)CCNC(=O)c1onc(CSc2ccc(F)cc2)c1C(=O)NCCN(C)C" de_lowest_kcal_mol=5.2 e_homo_ev=-8.130 total_energy_ev=-48339.432
H -4.75170 0.27811 2.06596 -0.006 0.036 0.075
N 1.29240 2.41410 -2.37403 0.899 0.727 -0.272
H -4.17098 1.32048 -0.93617 0.022 0.015 0.080
C 2.33943 -3.28262 1.29767 0.079 0.259 0.164
N 2.90513 -3.74354 0.05257 -0.029 0.043 -0.037
C -0.45957 2.23998 1.80847 0.143 0.039 -0.087
H -5.79479 -0.93622 -1.75707 -0.077 -0.017 -0.095
N -5.08063 -0.30384 0.09677 0.063 0.050 -0.004
H 0.92598 1.14922 3.01396 -0.017 -0.102 0.086
N 1.90361 -0.88840 0.82025 -0.048 -0.193 0.103
S 3.10818 4.13489 -0.21720 -0.112 -0.157 0.118
H -3.63447 -0.71236 -2.28333 0.035 -0.067 0.052
H 4.19191 2.04074 -0.81843 -0.129 0.067 -0.242
C 1.73310 0.79250 -0.87298 -0.725 0.050 -0.681
H 2.21060 -1.66967 2.71740 0.106 -0.018 0.015
H 4.69393 -4.20181 -0.88126 0.102 -0.008 -0.013
C 2.25010 -3.26567 -1.14611 0.066 -0.112 -0.075
H 2.90178 2.25226 1.97162 0.105 -0.050 0.014
C 0.43153 3.81542 0.26372 0.002 -0.070 0.116
C 2.58169 -1.81084 1.69651 0.190 -0.362 0.064
C -5.55500 0.28748 1.33170 0.029 -0.037 -0.035
H -1.67215 3.45236 0.53091 -0.130 0.009 0.000
C 1.90102 2.51243 1.66420 -0.200 0.157 0.104
C -0.69824 -0.22932 -1.01383 -0.259 0.142 -0.289
C -6.14252 -0.38966 -0.88324 0.061 -0.055 0.029
H -3.27072 0.63036 0.43759 0.022 0.048 -0.060
H 3.64651 -1.57089 1.67062 -0.119 -0.023 0.103
O 0.20730 1.62415 -2.25843 -0.463 -0.789 0.372
H 2.75597 -3.90790 2.09411 -0.104 0.034 0.061
C 2.57073 -0.01593 0.05700 -0.394 -0.218 0.187
O 3.78264 0.14147 0.10246 0.217 0.092 -0.056
H -1.82172 0.88001 -2.28787 0.133 -0.071 0.059
H -6.50272 0.60099 -1.20541 -0.009 0.031 -0.008
C 0.44600 0.65012 -1.35116 1.195 0.381 0.334
H 1.26080 -3.45714 1.25634 -0.005 -0.063 0.085
H 2.48699 -3.95025 -1.96297 -0.036 0.045 -0.099
C -3.91022 0.38106 -0.41253 0.127 -0.297 -0.053
H 1.17187 -3.25971 -0.99913 -0.074 0.013 -0.041
H -6.97789 -0.93695 -0.45077 -0.071 -0.029 -0.059
O -0.62112 -1.13888 -0.20075 -0.009 -0.099 0.162
H -6.38044 -0.31095 1.71341 -0.052 0.029 0.072
H 3.87153 3.11889 -2.22654 0.007 -0.078 -0.057
H 0.30746 4.55597 -0.51093 -0.014 0.021 -0.086
H 4.67550 -2.57287 -0.18140 0.032 0.023 0.019
H 2.57153 -2.25870 -1.44720 -0.028 0.018 -0.048
H 0.91531 -1.06396 0.64101 0.065 0.203 -0.142
H -5.90455 1.32364 1.20242 -0.021 0.041 0.010
H 4.79647 -4.00332 0.87388 0.106 -0.024 0.040
C -3.09756 -0.52294 -1.35240 -0.264 -0.059 0.288
C 2.20984 1.95666 -1.56574 -0.595 -0.676 -0.192
C 4.34321 -3.61081 -0.03499 -0.094 -0.036 -0.030
C 0.80668 1.89499 2.24482 -0.244 -0.009 0.096
N -1.82567 0.08150 -1.67075 -0.106 0.239 -0.271
C -0.66789 3.20200 0.83533 -0.124 -0.137 0.128
F -1.53261 1.61626 2.34015 0.051 0.026 0.014
C 1.71011 3.45285 0.66279 0.508 0.416 -0.126
C 3.46778 2.68318 -1.31592 0.280 0.520 0.227
H -2.90149 -1.46894 -0.84513 -0.085 0.078 -0.123

=====

3.
95
Properties=species:S:1:pos:R:3:forces:R:3 method="wB97M-V/def2-TZVPD" homo_lumo_gap_ev=7.0 de_lowest_kcal_mol=43.2 e_homo_ev=-6.690 total_energy_ev=-64523.010
H -5.08658 0.46624 -0.54819 -0.025 0.031 -0.051
O 1.97767 0.61832 0.46152 1.343 0.297 0.189
H 6.41154 0.85280 -1.58786 0.028 0.058 -0.018
H -2.83840 1.26953 4.83479 0.035 -0.007 0.055
H -2.77762 -1.30001 4.02556 0.071 -0.111 0.061
C 1.31270 3.00109 3.66151 -0.143 -0.118 -0.108
C 3.06116 1.05443 1.08595 0.613 0.373 -0.021
C 0.63985 2.09353 -0.97291 -0.034 0.965 -0.784
C 2.24443 -3.46594 0.58651 0.012 -0.026 0.294
C 2.98695 1.61833 2.37763 -0.244 -0.151 -0.139
H 5.13289 2.01556 -1.93666 0.002 0.009 -0.051
H -0.08661 -7.42636 4.71897 -0.052 -0.042 0.007
H 4.31416 -1.68502 0.11021 0.041 -0.043 0.004
N 2.25955 -5.40608 2.29004 -0.037 0.294 0.235
C 4.13033 2.14368 2.96548 0.051 0.006 -0.019
H 0.29501 3.01618 4.04855 0.015 0.003 0.054
H 0.94030 0.67235 4.99619 0.004 -0.011 0.011
S 1.35147 -5.28493 3.67531 0.116 -0.411 -0.140
H 2.68868 -6.32010 2.33221 0.066 0.047 -0.144
H -2.80579 3.79016 2.57453 -0.026 0.047 0.004
H 1.98306 3.31291 4.46236 0.028 0.040 -0.021
C -4.16943 -7.46794 2.43590 0.040 0.044 -0.009
H 5.25319 0.50683 -2.86512 0.032 -0.002 -0.013
O 1.96575 -6.25193 4.54265 -0.077 -0.046 -0.078
C -1.06252 -5.29903 2.28335 -0.052 0.129 0.041
H 1.90108 -0.41365 3.97995 0.069 0.001 0.034
H -0.71542 -4.41823 1.76189 -0.097 0.099 -0.003
H -4.50283 3.37023 2.36438 -0.005 0.071 -0.027
H -2.94049 -5.36000 1.26320 0.017 0.011 -0.006
H -2.29281 -2.35275 2.71243 0.065 -0.266 -0.045
C -0.26735 -5.89805 3.24867 0.272 0.003 0.321
H -2.29538 -2.25294 0.19326 -0.062 -0.066 -0.056
H 5.05178 -1.75366 -1.50466 0.009 -0.047 0.020
C 0.90483 0.43324 -2.72008 -0.020 0.039 0.144
H 3.10673 -3.16699 1.18028 0.049 0.031 -0.032
H -4.00735 -2.12024 0.62658 0.059 -0.106 -0.044
H 2.49490 -3.43017 -0.47372 0.076 -0.046 0.006
H 0.63902 3.47050 0.47676 0.027 -0.004 0.044
O 1.11494 -1.74552 1.84314 1.880 -2.450 1.738
C 4.97977 -1.17230 -0.58204 -0.123 0.087 -0.130
H 0.86754 1.25445 2.51229 0.478 0.629 0.613
H -4.36150 -8.37046 3.01322 -0.028 -0.003 -0.006
H 2.69475 0.85206 4.92800 0.008 -0.010 0.006
C -3.15413 -1.57309 0.20964 0.067 0.322 0.196
C -3.46388 0.92205 0.77699 0.204 0.062 -0.113
C -2.14731 -0.24986 2.26344 -2.455 0.082 0.933
H -0.17681 0.40681 -2.83302 0.019 -0.031 -0.073
H 4.07296 2.57102 3.95996 -0.036 0.018 -0.002
C -2.31651 -5.82302 2.01897 0.034 0.100 -0.016
La -0.04968 -0.13981 0.95349 -3.459 2.207 -0.781
C 5.44153 1.51371 1.07347 0.001 0.070 0.020
C -3.50335 3.24496 1.93655 -0.001 -0.171 0.029
H 1.38664 3.73009 2.85214 0.014 0.041 0.034
C -2.88629 -0.31992 1.00994 -0.028 -0.349 0.809
C -4.36645 1.26777 -0.37179 0.246 -0.021 0.030
C 1.68787 1.60018 3.17025 0.276 0.027 0.027
C -2.00741 1.50056 4.15970 -0.117 0.049 -0.221
H 5.96950 -1.12249 -0.12484 0.019 -0.011 0.001
H 6.23221 2.53610 2.78923 -0.002 -0.015 0.011
H -3.39989 -1.31447 -0.82141 0.029 -0.126 -0.046
H -1.05828 -1.55594 3.69271 -0.043 -0.091 0.038
C -3.11692 1.79560 1.84041 0.157 0.312 -0.219
C -1.99446 -7.49086 3.70830 -0.031 0.056 -0.058
C -2.35625 1.08674 2.76000 0.431 -0.621 -0.047
O 1.24588 -3.93360 4.11510 -0.161 0.344 -0.484
C 4.45604 0.24015 -0.86463 0.122 0.054 0.053
C 1.93773 -4.94798 0.93394 -0.316 0.305 -0.028
H 1.21555 -0.43131 -2.12462 0.038 0.010 -0.037
H 3.45539 0.14428 -1.29147 -0.007 0.011 0.028
H 2.23042 1.98852 -2.20842 -0.005 0.090 -0.010
H -3.49805 3.72131 0.95458 -0.017 0.054 0.020
C 1.17020 -2.40212 0.77389 0.473 -1.688 -0.274
H 2.07804 3.43760 -0.42888 -0.010 0.015 0.008
N 1.27513 1.69237 -2.09519 -0.100 -0.173 0.084
H 1.36875 0.38511 -3.70179 -0.010 -0.035 -0.007
O -0.42106 1.55420 -0.58700 0.162 1.019 -1.106
H 6.40667 1.44655 0.58497 0.002 0.020 -0.022
H -2.36155 -8.33179 4.28320 -0.008 -0.025 -0.025
C 5.36320 0.95012 -1.87360 -0.118 -0.053 0.060
N 1.08948 3.24264 -0.39471 -0.055 -0.164 0.060
C 5.35312 2.11654 2.31814 0.053 -0.012 0.057
H -1.82524 2.57363 4.23570 0.025 -0.003 0.072
H 0.90980 -5.20878 0.66520 0.091 0.012 -0.115
C -2.04230 -1.42912 3.22561 0.188 0.335 -0.213
H -1.13388 0.96148 4.52594 0.015 0.060 0.076
H 2.59398 -5.52585 0.28606 -0.065 -0.112 0.036
H -4.26785 -7.70790 1.37650 -0.038 -0.013 0.004
H -3.80898 1.42612 -1.30007 -0.051 0.038 -0.035
H -4.93737 -6.73258 2.68104 -0.018 -0.017 -0.005
C -0.72895 -6.99040 3.96646 0.067 -0.026 -0.042
C -2.79983 -6.92079 2.72703 0.000 -0.110 0.056
C 4.32268 0.98822 0.44711 -0.154 -0.116 -0.083
C 1.80946 0.61308 4.33890 -0.234 -0.013 -0.099
H -4.92636 2.17689 -0.15455 -0.021 0.010 -0.066
O 0.36545 -2.15259 -0.17612 0.345 -1.078 -0.450

=====

4.
12
Properties=species:S:1:pos:R:3:forces:R:3 method="wB97M-V/def2-TZVPD" homo_lumo_gap_ev=6.6 smiles="O=CNCC[S-]" de_lowest_kcal_mol=34.7 e_homo_ev=-2.796 total_energy_ev=-17581.559 total_charge=-1
H -1.46395 1.49272 -0.93352 1.436 -0.496 -0.374
C -0.18404 -0.23677 -0.50398 1.072 -2.230 0.594
N 0.38323 -0.02466 0.83042 0.804 0.454 0.477
H 0.60484 -0.78387 -1.11733 -0.826 0.402 0.721
S 0.96338 1.92552 -1.83949 -0.652 -0.114 0.861
C -0.55135 0.91985 -1.33510 0.296 3.030 2.247
O -0.57284 -1.74712 2.25158 0.005 0.681 -1.632
H 1.15562 0.72293 0.78069 -1.238 -1.862 0.478
H -0.97451 -0.94169 -0.26986 -0.633 -0.128 -0.539
H 1.14622 -0.91299 2.49056 1.486 0.573 0.978
H -0.79292 0.53427 -2.23261 -1.407 -1.407 -3.002
C 0.28631 -0.94818 1.87864 -0.342 1.099 -0.808

=====

5.
11
Properties=species:S:1:pos:R:3:forces:R:3 method="wB97M-V/def2-TZVPD" homo_lumo_gap_ev=11.4 smiles=N#C[C@H](O)CO de_lowest_kcal_mol=34.8 e_homo_ev=-11.045 total_energy_ev=-8776.187
N -0.96210 1.93080 -2.09529 0.420 -0.621 0.544
O 0.47231 -0.93314 1.41063 0.006 0.008 0.326
H 0.31815 -0.91814 2.36171 -0.023 -0.048 -0.164
O 0.23905 -1.09680 -1.25577 0.070 -0.215 0.094
C -0.41355 1.13939 -1.45941 -0.362 0.533 -0.406
H -0.18479 1.05527 1.27830 0.019 -0.163 -0.059
C -0.28651 0.08250 0.77950 -0.167 0.277 -0.178
H 0.51656 -1.73295 -0.57860 -0.023 -0.002 -0.189
H 1.34721 0.49854 -0.53045 -0.113 -0.039 -0.070
H -1.35182 -0.18152 0.71634 0.186 0.002 0.028
C 0.30550 0.15604 -0.62698 -0.013 0.269 0.074

=====

| no. | LUMO (eV) |
| --- | --- |
| 1 | -0.21 |
| 2 | -0.17 |
| 3 | 0.31 |
| 4 | 3.80 |
| 5 | 0.40 |